Here is C37H33Cl2N6O7Sc as an isolated structure from the Open Molecules 2025 dataset. Energies are from ωB97M-V with the def2-TZVPD basis set.

Geometry as XYZ:
```
86
Properties=species:S:1:pos:R:3
C -2.1395 -2.5432 -0.1354
C 1.8076 -2.5082 0.9786
C 2.3639 1.4375 1.5454
C -2.0166 -3.3858 -3.7626
O 3.4804 -7.6746 2.1146
N 1.6454 1.7082 2.7812
C -3.3613 -3.0426 0.2071
C -1.3617 4.9864 -5.0418
H -1.7479 0.8124 5.4210
H -5.1474 -4.0741 -0.4239
H 0.3247 6.8914 1.6778
C -2.0234 1.0169 -1.1842
H -2.1527 1.0483 3.7271
C 0.4214 1.0899 2.9334
C -0.8275 4.1350 -5.9995
C -3.7859 -3.8324 -2.0286
H 1.9594 1.9819 0.6872
H 3.4058 1.7278 1.6832
H 0.1482 2.2562 -6.3485
C -2.5326 -3.3138 -2.4515
C -1.4377 0.5804 4.4044
C 0.7561 1.1179 5.3707
C 0.5682 4.8539 -1.0205
H 0.1724 1.6123 -3.9763
H -1.7484 5.2989 -2.9559
H -3.0547 2.6380 -1.9628
O 1.7400 -2.1661 -0.2572
C -0.9126 2.9845 -1.8416
C -1.4371 4.3898 0.2143
C -1.7444 -2.6619 -1.4933
C -0.1037 -2.1577 -3.0239
H -1.0040 0.0405 2.2334
N -0.2003 0.5783 1.9167
C 3.1408 -5.4063 2.9859
C 2.7009 -4.1295 2.6210
H -0.3851 -2.8632 -5.0417
H -2.5899 -3.8868 -4.5315
C 2.2879 -3.8630 1.3260
H 0.4158 1.8702 6.0842
C -0.2789 2.9216 -5.6087
O -2.9200 0.2287 -0.9808
C 3.2597 -8.2615 0.8237
H 1.8198 6.4033 -0.2400
C -0.8096 3.4026 -3.3045
H 1.7825 1.3301 5.0879
H 3.4721 -5.6338 3.9895
O 1.2672 1.8953 -1.5821
H 0.8481 -1.6767 -3.2221
C -0.6074 4.1201 -0.8642
C -4.1878 -3.6894 -0.7399
C -1.1037 5.3874 1.1273
H 1.4075 3.7610 2.3406
N -0.6513 0.7601 -1.0505
H -1.7862 5.9378 -5.3362
H 0.7282 0.1391 5.8579
Sc 0.1612 -0.8200 0.1422
N -0.5566 -2.0721 -1.8018
C 0.0654 6.1145 0.9691
N -0.1016 1.1128 4.1946
H 2.3630 0.3690 1.3450
C 2.2872 -4.8547 0.3320
H 2.6664 -3.3332 3.3523
H 2.5088 -9.0446 0.9101
C 2.7016 -6.0969 0.7174
N -2.1806 2.3316 -1.5709
C -0.2696 2.5570 -4.2685
C 3.1197 -6.3649 2.0057
H 1.9718 -4.6321 -0.6780
O -1.3119 -1.9400 0.7112
H 1.2245 4.6348 -1.8536
O 1.3922 -1.7039 1.8494
H 2.7216 3.3762 3.4741
C 0.9027 5.8424 -0.1094
C 1.7052 3.1153 3.1755
H -1.4731 -0.5059 4.2664
H -1.7618 5.5905 1.9631
H -0.8336 4.4187 -7.0442
H 1.0378 3.3065 4.0116
C -0.8053 -2.8213 -4.0465
C 0.0535 1.8258 -1.4938
Cl -3.9257 -2.8817 1.8434
H 4.2015 -8.6479 0.4396
Cl -4.8209 -4.6480 -3.1704
C -1.3475 4.6223 -3.7027
O 2.7788 -7.2308 -0.0435
H -2.3394 3.8077 0.3503
```

## Properties
**Kohn-Sham gap**: 7.915 eV

Atomic partial charges in e from the Löwdin method, atoms 1 to 4: -0.360, -0.571, -0.044, -0.009